Model w:
12
Properties=species:S:1:pos:R:3 method="wB97M-V/def2-TZVPD" molar_mass_g_mol=73.09 charge=0 e_lumo_ha=0.042
C -0.134 -1.796 0.984
N 0.011 0.302 -0.507
C 0.115 1.395 -1.435
C 0.019 0.499 0.737
O -0.036 -0.519 1.610
H 0.595 -1.879 0.174
H -1.131 -1.924 0.550
H 0.052 -2.536 1.760
H -0.741 1.355 -2.115
H 0.162 2.396 -0.977
H 1.015 1.246 -2.043
H 0.074 1.462 1.262

Model x:
12
Properties=species:S:1:pos:R:3 method="wB97M-V/def2-TZVPD" molar_mass_g_mol=73.09 charge=0 e_lumo_ha=0.016
O -3.373 2.489 0.261
C -2.751 3.257 -0.528
H -3.159 4.199 -0.737
H -1.728 2.999 -0.836
C 1.020 -2.485 0.763
C 1.846 -0.501 -0.283
N 1.837 -1.277 0.742
H 0.002 -2.066 0.611
H 1.249 -3.162 1.691
H 1.297 -3.063 -0.125
H 1.321 -0.852 -1.198
H 2.441 0.463 -0.361

Model y:
12
Properties=species:S:1:pos:R:3 method="wB97M-V/def2-TZVPD" molar_mass_g_mol=73.09 charge=0 e_lumo_ha=0.037
C 4.083 -3.363 3.242
N 4.354 -4.363 2.511
H 4.911 -2.609 3.299
H 3.060 -3.024 3.406
H 5.083 -4.230 1.815
C -3.171 2.418 -2.862
C -3.344 2.780 -1.601
O -2.473 2.519 -0.588
H -4.097 2.516 -3.429
H -2.307 2.170 -3.492
H -4.272 3.282 -1.334
H -1.827 1.906 -0.966

Short version: model y is the least stable of them.